# C26H30BBrCl2N8O5W

A structure of composition C26H30BBrCl2N8O5W (wB97M-V/def2-TZVPD, the OMol25 dataset).

HOMO level (spin up / spin down) = -6.31 / -6.31 eV
Lowest unoccupied orbital energy (spin up / spin down) = 0.0028 / 0.0028 Eh
Gap between HOMO and LUMO (spin up / spin down) = 6.39 / 6.39 eV
Electronic energy = -147199.7510 eV
F_max = 0.88 eV Å⁻¹

```
74
Properties=species:S:1:pos:R:3:mulliken_charge:R:1
W 0.32 0.37 0.64 1.74
C -0.87 2.56 -4.50 -1.05
N -0.67 2.37 -3.07 0.21
C -0.52 3.57 -2.26 -0.93
C -0.31 1.18 -2.54 0.30
O -0.01 1.09 -1.36 -0.57
C -0.34 -0.06 -3.43 -1.32
O 0.31 -1.09 -2.75 -0.14
C -0.32 -2.35 -2.75 -1.42
C -1.68 -2.31 -2.04 0.96
O -2.08 -1.29 -1.52 -0.53
N -2.40 -3.46 -2.05 0.22
C -3.71 -3.50 -1.42 -1.07
C -1.89 -4.75 -2.47 -1.02
H -1.57 3.38 -4.64 0.32
H -1.29 1.67 -4.96 0.41
H 0.07 2.82 -5.01 0.30
H -1.29 4.28 -2.55 0.35
H 0.46 4.03 -2.43 0.30
H -0.62 3.33 -1.21 0.21
H 0.16 0.14 -4.38 0.57
H -1.39 -0.29 -3.64 0.57
H 0.36 -3.00 -2.20 0.46
H -0.43 -2.74 -3.77 0.47
H -4.01 -2.49 -1.17 0.24
H -3.68 -4.09 -0.50 0.32
H -4.43 -3.94 -2.10 0.37
H -0.90 -4.67 -2.91 0.35
H -2.56 -5.20 -3.21 0.32
H -1.82 -5.43 -1.61 0.33
Br 3.12 -0.24 -1.77 0.02
C 3.48 0.72 -0.19 -0.07
C 4.79 1.06 0.10 -0.76
C 5.03 1.92 1.16 -0.54
C 3.95 2.46 1.83 -0.78
C 2.68 2.06 1.49 0.51
N 2.44 1.13 0.54 0.41
C 1.44 2.75 2.01 0.24
O 1.54 3.64 2.83 -0.74
O 0.37 2.37 1.39 -0.67
H 5.59 0.67 -0.52 0.47
H 6.05 2.19 1.41 0.44
H 4.06 3.20 2.61 0.56
B -1.81 0.49 3.61 0.32
N -2.33 0.86 2.18 0.03
C -3.57 1.33 2.03 -0.31
C -3.83 1.52 0.68 -1.49
C -2.66 1.13 0.06 -0.47
N -1.75 0.73 0.96 0.37
N -0.26 0.31 3.73 -0.13
C 0.33 0.17 4.92 -0.34
C 1.65 -0.22 4.73 -1.29
C 1.78 -0.28 3.35 -0.19
N 0.62 0.04 2.76 0.46
H -2.12 1.39 4.35 -0.19
H -2.33 -0.56 3.94 -0.15
H -4.19 1.50 2.89 0.43
H -4.73 1.89 0.23 0.44
H -2.42 1.09 -0.99 0.58
H -0.23 0.33 5.82 0.42
H 2.39 -0.42 5.47 0.43
H 2.64 -0.54 2.74 0.44
Cl 3.39 -2.55 0.77 -0.18
C 1.89 -3.37 1.09 0.54
C 1.95 -4.69 1.50 -0.59
C 0.79 -5.36 1.84 -0.48
C -0.42 -4.68 1.80 -0.79
C -0.46 -3.37 1.38 1.31
Cl -1.98 -2.55 1.43 -0.20
C 0.69 -2.66 0.97 -1.09
N 0.61 -1.37 0.51 0.43
H 2.92 -5.17 1.57 0.45
H 0.83 -6.39 2.17 0.40
H -1.33 -5.17 2.11 0.50
```